Entry 1:
# C4H13NO

2 unconnected molecules or ions with the total composition C4H13NO in a non-equilibrium geometry (the ωB97M-V functional and the def2-TZVPD basis, the Open Molecules 2025 dataset).

Properties
Multiplicity: 2
Max |F| in eV/Å: 4.792
Calculated total energy in eV: -7886.64980
<S²>: 0.75
HOMO-LUMO gap (spin up / spin down) in eV: 10.942 / 5.138
E_HOMO (spin up / spin down) in eV: -14.471 / -14.470
LUMO energy (spin up / spin down) in eV: -3.53 / -9.33
Charge: +1

Cartesian coordinates (Å):
C (-0.279, -1.645, 1.443)
C (-1.000, -1.026, 0.245)
C (-0.037, -0.712, -0.910)
C (-0.567, 0.355, -1.833)
N (-0.857, 1.610, -1.082)
H (-0.887, -2.289, 2.068)
H (0.604, -2.212, 1.120)
H (0.123, -0.842, 2.064)
H (-1.296, -0.027, 0.613)
H (-1.861, -1.596, -0.104)
H (0.265, -1.626, -1.429)
H (0.880, -0.415, -0.397)
H (0.127, 0.732, -2.587)
H (-1.467, -0.030, -2.352)
H (-0.775, 2.416, -1.714)
H (-1.857, 1.567, -0.847)
H (2.433, 1.833, 2.457)
H (3.701, 1.998, 1.672)
O (2.752, 1.908, 1.574)

Forces on the atoms, in the same order (eV/Å):
0.8094 -0.0930 -0.2648
0.0323 0.8549 0.0953
0.7426 -1.4358 1.3365
1.6638 1.4437 0.0900
-3.0729 -1.4378 -3.3838
-0.2129 -0.0072 -0.0772
-0.2665 -0.1561 0.0338
-0.0718 -0.0820 0.0633
-0.6577 -0.4374 -0.1116
-0.0958 0.0750 0.1544
-0.3457 0.1765 -0.3555
0.1820 0.6091 -0.4795
0.3035 -0.7759 -0.0200
-0.3294 0.4592 0.5735
1.0216 0.5014 0.8861
0.3767 0.3368 1.4982
-0.3793 -0.0540 1.0373
0.2609 0.0420 -0.0678
0.0392 -0.0193 -1.0080

***

Entry 2:
# C41H104AlBr2O12S

A molecular structure, C41H104AlBr2O12S in a non-equilibrium geometry (the ωB97M-V functional and the def2-TZVPD basis, the Open Molecules 2025 dataset).

Properties
Max |F| in eV/Å: 1.346
Calculated total energy in eV: -226295.04140
HOMO-LUMO gap in eV: 6.932
E_HOMO in eV: -5.061
LUMO energy in eV: 1.87
Charge: -1

Cartesian coordinates (Å):
C (5.200, 0.351, -1.434)
C (5.261, -1.164, -1.147)
C (4.526, -2.018, -2.230)
C (3.485, -3.043, -1.679)
O (2.157, -2.815, -2.074)
Al (1.316, -1.348, -1.553)
C (1.986, -0.637, 0.183)
S (1.327, 0.191, -3.262)
C (-0.627, -1.880, -1.239)
Br (-0.947, -3.773, -1.175)
C (-1.626, -1.012, -0.972)
C (-1.444, 0.501, -0.973)
Br (-3.422, -1.587, -0.480)
H (5.838, 0.925, -0.740)
H (4.164, 0.725, -1.316)
H (5.517, 0.563, -2.470)
H (6.329, -1.466, -1.110)
H (4.821, -1.394, -0.165)
H (5.284, -2.593, -2.802)
H (4.027, -1.361, -2.964)
H (3.776, -4.057, -2.028)
H (3.570, -3.073, -0.566)
H (2.830, -1.204, 0.614)
H (1.151, -0.698, 0.915)
H (2.248, 0.441, 0.117)
H (2.438, 0.891, -2.976)
H (-1.264, 0.852, -2.007)
H (-2.358, 0.990, -0.592)
H (-0.593, 0.786, -0.335)
C (-3.943, 0.854, -6.334)
C (-3.302, 0.604, -4.977)
C (-4.293, 0.023, -3.981)
O (-2.737, 1.812, -4.473)
H (-4.766, 1.570, -6.236)
H (-3.213, 1.269, -7.030)
H (-4.346, -0.068, -6.758)
H (-2.457, -0.076, -5.094)
H (-5.108, 0.737, -3.819)
H (-3.820, -0.182, -3.019)
H (-4.726, -0.912, -4.342)
H (-3.459, 2.436, -4.343)
C (2.341, 4.098, 0.908)
C (0.856, 3.775, 0.940)
C (0.138, 4.542, 2.041)
O (0.632, 2.379, 1.062)
H (2.811, 3.813, 1.856)
H (2.830, 3.543, 0.108)
H (2.505, 5.161, 0.737)
H (0.417, 4.031, -0.027)
H (0.542, 4.258, 3.017)
H (-0.928, 4.310, 2.036)
H (0.263, 5.620, 1.919)
H (1.005, 2.065, 1.893)
C (4.046, 0.059, 5.222)
C (2.672, -0.152, 4.605)
C (2.488, -1.580, 4.118)
O (2.452, 0.769, 3.540)
H (4.822, -0.131, 4.474)
H (4.157, 1.088, 5.569)
H (4.203, -0.614, 6.067)
H (1.907, 0.081, 5.347)
H (3.222, -1.810, 3.341)
H (1.496, -1.710, 3.684)
H (2.611, -2.290, 4.939)
H (3.091, 0.572, 2.846)
C (1.782, 7.093, -2.973)
C (3.031, 7.225, -2.121)
C (4.211, 7.741, -2.931)
O (3.343, 5.981, -1.501)
H (1.952, 6.368, -3.775)
H (0.950, 6.725, -2.370)
H (1.500, 8.045, -3.423)
H (2.836, 7.911, -1.293)
H (4.443, 7.040, -3.739)
H (5.097, 7.836, -2.303)
H (3.985, 8.712, -3.377)
H (3.514, 5.337, -2.196)
C (0.200, 1.039, 9.152)
C (0.347, 0.257, 7.857)
C (-0.924, -0.496, 7.498)
O (1.457, -0.637, 7.931)
H (-0.010, 0.358, 9.982)
H (1.121, 1.577, 9.381)
H (-0.618, 1.759, 9.088)
H (0.599, 0.944, 7.047)
H (-1.165, -1.222, 8.281)
H (-0.794, -1.038, 6.562)
H (-1.770, 0.184, 7.391)
H (1.287, -1.269, 8.636)
C (-2.531, -8.584, -1.473)
C (-2.164, -8.240, -0.036)
C (-3.395, -8.163, 0.854)
O (-1.436, -7.021, 0.024)
H (-3.181, -7.809, -1.888)
H (-1.634, -8.636, -2.091)
H (-3.056, -9.539, -1.531)
H (-1.480, -8.997, 0.354)
H (-4.066, -7.374, 0.502)
H (-3.104, -7.918, 1.877)
H (-3.946, -9.105, 0.865)
H (-2.005, -6.316, -0.313)
C (-2.548, 5.437, -5.563)
C (-3.915, 5.073, -6.115)
C (-3.968, 5.215, -7.628)
O (-4.939, 5.858, -5.501)
H (-2.320, 6.482, -5.792)
H (-2.520, 5.316, -4.480)
H (-1.770, 4.807, -5.995)
H (-4.155, 4.042, -5.847)
H (-3.772, 6.254, -7.914)
H (-4.953, 4.940, -8.005)
H (-3.220, 4.582, -8.108)
H (-4.759, 6.781, -5.707)
C (-0.058, 10.616, -6.647)
C (1.200, 10.725, -5.800)
C (2.378, 11.252, -6.605)
O (1.517, 9.468, -5.206)
H (0.103, 9.916, -7.473)
H (-0.890, 10.244, -6.048)
H (-0.337, 11.582, -7.070)
H (1.012, 11.390, -4.955)
H (2.605, 10.569, -7.430)
H (3.266, 11.328, -5.978)
H (2.162, 12.234, -7.027)
H (1.693, 8.839, -5.914)
C (-1.751, -6.849, 5.312)
C (-3.235, -7.138, 5.158)
C (-4.074, -6.384, 6.177)
O (-3.487, -8.542, 5.243)
H (-1.408, -7.167, 6.302)
H (-1.177, -7.393, 4.563)
H (-1.541, -5.784, 5.202)
H (-3.551, -6.857, 4.151)
H (-3.797, -6.688, 7.192)
H (-5.133, -6.602, 6.037)
H (-3.925, -5.306, 6.091)
H (-3.214, -8.833, 6.119)
C (7.573, -3.282, 1.479)
C (6.718, -2.383, 2.359)
C (6.833, -2.758, 3.829)
O (5.360, -2.410, 1.936)
H (7.241, -4.321, 1.571)
H (7.478, -2.991, 0.434)
H (8.625, -3.234, 1.766)
H (7.028, -1.344, 2.225)
H (6.482, -3.783, 3.983)
H (6.218, -2.098, 4.442)
H (7.866, -2.696, 4.176)
H (5.034, -3.312, 2.023)
C (-6.924, -7.335, 2.570)
C (-7.268, -7.311, 1.090)
C (-8.513, -6.486, 0.807)
O (-7.425, -8.642, 0.595)
H (-7.739, -7.788, 3.143)
H (-6.025, -7.927, 2.743)
H (-6.756, -6.327, 2.955)
H (-6.427, -6.896, 0.532)
H (-9.375, -6.914, 1.327)
H (-8.732, -6.480, -0.261)
H (-8.389, -5.455, 1.142)
H (-8.160, -9.042, 1.070)

Forces on the atoms, in the same order (eV/Å):
-0.3078 -0.0885 0.0813
0.0106 -0.0112 -0.3579
0.3183 -0.1232 -0.0212
-0.0166 -0.3391 -0.0220
0.4583 0.3418 0.3081
0.0699 -0.2483 0.0752
-0.1267 0.3956 0.3701
-0.0617 0.1561 -0.1788
-1.0330 0.8602 0.0645
-0.0047 0.0742 -0.0102
0.9977 -0.6339 -0.1282
-0.3650 -0.1364 -0.1770
0.1686 0.0829 -0.0471
-0.1552 -0.1699 -0.2340
0.4774 -0.2070 -0.0868
-0.0491 -0.0327 0.3800
-0.4905 0.0943 0.0945
0.3069 0.2336 -0.3347
-0.3076 0.3432 0.1772
0.0480 -0.2692 0.3136
-0.1496 0.3559 0.1087
0.0032 0.0576 -0.4074
-0.2068 0.2353 -0.1401
0.3715 0.0260 -0.2838
0.0012 -0.5386 0.0982
-0.0765 -0.1660 0.1355
-0.0242 -0.0833 0.5427
0.4710 -0.1759 -0.1175
-0.2642 -0.0255 -0.2782
0.0505 0.0119 -0.0499
-0.1330 -0.0802 0.0079
0.0552 0.0005 0.0868
0.0959 0.0852 -0.0657
-0.0269 -0.0351 0.0069
0.0003 -0.0111 0.0093
-0.0042 0.0021 0.0030
0.0268 0.0436 0.0446
-0.0321 -0.0399 0.0080
0.0032 0.0716 -0.1020
0.0049 0.0141 -0.0507
-0.0234 -0.0002 0.1074
-0.0157 -0.0912 0.0837
0.0872 0.0334 0.0216
-0.0652 -0.0536 0.0120
-0.1549 0.0252 -0.0315
-0.0433 0.0074 0.0111
0.0020 0.0065 -0.0181
0.0466 -0.0154 -0.0120
-0.0098 0.0390 0.0019
0.0205 0.0231 -0.0026
0.0028 -0.0029 -0.0103
0.0140 0.0063 -0.0055
0.1420 -0.1139 0.1336
0.0151 0.0868 0.0078
0.0549 -0.1835 -0.0329
-0.0624 -0.0265 -0.0442
-0.0184 0.2779 0.0648
-0.0167 -0.0314 0.0048
-0.0117 -0.0093 0.0078
-0.0159 0.0022 -0.0089
0.0035 0.0141 -0.0087
0.0172 0.0122 0.0435
0.0009 0.0089 0.0122
0.0009 0.0186 0.0067
-0.0903 -0.0955 -0.2070
-0.1444 -0.0065 0.0768
-0.0358 -0.0613 -0.2067
0.0610 -0.0033 0.0650
0.1294 0.1646 0.0600
0.0202 0.0228 -0.0262
0.0177 -0.0093 0.0077
0.0308 -0.0553 0.0263
0.0083 -0.0273 0.0264
-0.0213 0.0195 -0.0203
-0.0127 0.0022 0.0012
-0.0196 -0.0122 -0.0104
-0.0390 -0.0786 0.0089
0.0791 0.0124 0.0124
-0.1133 -0.0272 0.0622
0.0348 -0.0499 -0.0578
0.0985 0.0670 -0.0599
-0.0392 0.0069 -0.0063
-0.0092 -0.0018 -0.0140
-0.0032 -0.0108 -0.0043
0.0177 -0.0045 0.0018
-0.0218 0.0272 0.0155
0.0030 0.0193 0.0018
0.0059 0.0017 0.0062
-0.0311 -0.0373 0.0190
0.0811 0.0066 -0.0330
-0.1812 0.1360 -0.0617
0.0165 -0.0371 0.1610
0.0121 -0.1226 0.0036
-0.0253 -0.0178 0.0106
-0.0054 0.0007 0.0116
-0.0080 0.0076 0.0122
0.0095 0.0133 0.0136
-0.0036 -0.0344 -0.0661
0.0108 -0.0383 -0.0043
-0.0304 0.0223 -0.0180
0.1151 0.0839 0.0321
0.0021 -0.0272 0.0872
0.0730 0.0475 -0.0776
-0.0736 -0.0032 -0.0148
-0.0320 -0.0740 -0.0042
0.0364 0.0031 -0.0410
-0.0149 -0.0216 -0.0154
-0.0133 0.0107 0.0137
-0.0091 0.0189 0.0096
0.0364 -0.0265 -0.0034
0.0121 -0.0066 0.0133
0.0017 0.0083 0.0109
-0.0006 0.0372 0.0263
-0.0555 -0.0483 0.0644
-0.0017 -0.0169 -0.1552
0.0624 -0.0148 0.0625
-0.0051 0.1727 -0.0258
0.0102 0.0309 -0.0161
0.0207 0.0094 -0.0017
0.0122 0.0052 -0.0057
0.0035 -0.0178 0.0135
-0.0234 0.0212 -0.0212
-0.0145 0.0030 0.0010
-0.0090 -0.0040 -0.0047
0.0043 -0.0553 0.0149
0.0236 -0.0651 -0.0375
0.0730 0.0658 0.0646
-0.0740 -0.0353 -0.0194
-0.0673 0.0295 -0.0911
-0.0077 0.0407 0.0143
-0.0127 0.0188 -0.0076
-0.0090 -0.0036 0.0021
-0.0211 -0.0395 -0.0021
0.0292 0.0340 0.0007
0.0108 0.0059 -0.0119
0.0120 -0.0060 0.0012
0.0239 -0.0345 0.0304
-0.0282 0.0339 -0.0800
0.0716 -0.1396 0.0399
-0.0705 0.0631 0.0312
-0.0035 0.0511 0.1713
0.0237 -0.0037 0.0279
-0.0039 0.0055 0.0123
-0.0062 -0.0012 0.0108
-0.0153 0.0041 -0.0183
0.0331 -0.0122 -0.0062
0.0145 -0.0154 -0.0115
0.0027 -0.0057 -0.0122
-0.0546 -0.0249 -0.0530
0.1054 -0.0544 0.0142
-0.1018 0.0227 0.1608
-0.0097 -0.0229 -0.0787
0.0847 0.0523 -0.0980
-0.0300 0.0442 -0.0086
0.0040 0.0210 -0.0073
-0.0099 0.0006 -0.0101
-0.0025 -0.0567 -0.0393
0.0090 0.0273 0.0349
0.0144 0.0066 0.0085
0.0038 -0.0076 0.0080
-0.0242 -0.0379 0.0223